No. 1
Molecular formula: C55H63Cl3N11O5S4Ti
Method: DFT, ωB97M-V/def2-TZVPD

## Properties
LUMO energy (spin up / spin down)   0.3 / 0.3 eV
HOMO-LUMO gap (spin up / spin down)   7.3 / 7.4 eV
2S+1   2
Energy relative to the best compared isomer or geometry (same formula, charge and spin)   124.7 kcal per mole
E_HOMO (spin up / spin down)   -6.976 / -7.051 eV

```
142
Properties=species:S:1:pos:R:3:mulliken_spin:R:1
Ti 0.09200 0.06959 -1.76861 0.766
C 3.99537 -1.48639 -3.39310 0.002
C 3.70628 -1.04515 -1.98707 0.009
N 4.08619 0.13037 -1.68328 -0.004
N 4.33039 0.52744 -0.38678 0.002
C 3.42148 0.88279 0.42847 0.006
S 1.69815 0.81880 0.37278 0.023
S 4.12403 1.67727 1.88545 0.002
C 3.15068 0.92732 3.23825 0.001
C 3.69799 -0.39243 3.70184 0.002
C 4.51258 -0.44602 4.82734 -0.001
C 5.09833 -1.63503 5.22928 0.000
C 4.87473 -2.79383 4.50425 0.000
C 4.05578 -2.75173 3.38624 0.000
C 3.46833 -1.56163 2.98342 -0.003
C 3.17901 -2.13591 -1.10529 0.010
C 4.06575 -3.11160 -0.66105 0.000
C 3.65148 -4.19130 0.10385 -0.002
C 2.31019 -4.30688 0.43996 0.001
C 1.40512 -3.35971 -0.00505 -0.001
C 1.82082 -2.29120 -0.79413 0.008
O 0.86899 -1.44596 -1.20224 -0.062
H 4.27699 -0.62937 -3.99982 0.000
H 4.84068 -2.17989 -3.36338 0.000
H 3.16221 -2.03094 -3.82946 0.000
H 3.17431 1.65147 4.05249 -0.001
H 2.12790 0.84411 2.86480 0.003
H 4.69448 0.46027 5.39082 0.000
H 5.73217 -1.65506 6.10538 0.000
H 5.33562 -3.72311 4.80710 0.000
H 3.87590 -3.64835 2.81406 0.000
H 2.84733 -1.53559 2.09625 0.003
H 5.11232 -3.00719 -0.91942 0.000
H 4.36578 -4.93414 0.42687 0.000
H 1.96554 -5.13567 1.04500 0.000
H 0.35132 -3.43387 0.23683 0.000
C -1.56127 -2.95770 -1.79830 0.043
N -2.12734 -2.47730 -3.04606 -0.002
C -1.99272 -3.40441 -4.15932 0.000
C -2.49597 -1.20290 -3.23354 0.050
N -2.00140 -0.21936 -2.48919 -0.022
C -2.95156 0.79178 -2.17626 0.014
C -4.15634 0.35455 -1.68091 -0.001
C -5.24970 1.21335 -1.48520 -0.002
C -5.13368 2.52192 -1.83311 0.001
C -3.89401 3.03813 -2.29411 0.000
C -3.83782 4.40585 -2.66490 0.002
C -2.65887 4.94599 -3.06678 -0.001
C -1.48689 4.17551 -3.04182 0.002
C -1.47381 2.83862 -2.68674 0.018
N -0.26573 2.19020 -2.42892 0.001
C 0.84760 2.76696 -2.95079 0.011
N 0.97242 2.96791 -4.27677 0.000
C 1.76840 4.04556 -4.84271 0.000
C 0.04838 2.36142 -5.21998 0.007
N 1.82033 3.15587 -2.11003 0.012
C 1.48962 3.75668 -0.82432 0.001
C 3.24041 3.10229 -2.43249 -0.005
C -2.74382 2.20307 -2.38315 0.007
N -3.42354 -0.98211 -4.20507 0.000
C -4.56543 -1.84794 -4.38394 0.001
C -3.45799 0.26218 -4.93892 0.001
H -2.10297 -3.86042 -1.50015 0.000
H -1.67550 -2.20448 -1.01292 -0.012
H -0.50667 -3.20229 -1.93380 -0.007
H -0.95594 -3.74160 -4.20244 0.000
H -2.23039 -2.90635 -5.09287 0.000
H -2.65212 -4.26556 -4.01884 0.000
H -4.26577 -0.70459 -1.48285 0.001
H -6.17904 0.82133 -1.09727 0.000
H -5.97565 3.19721 -1.75898 0.000
H -4.74032 4.99810 -2.61295 0.000
H -2.59960 5.98761 -3.35728 0.000
H -0.54930 4.67882 -3.23877 0.000
H 1.96999 4.80499 -4.09224 0.000
H 1.18275 4.50303 -5.64157 0.000
H 2.71325 3.69575 -5.26028 0.000
H -0.36515 1.43169 -4.82157 0.001
H 0.58308 2.14721 -6.14645 0.000
H -0.77218 3.05427 -5.43615 0.000
H 2.23903 3.46685 -0.08803 0.000
H 0.51555 3.39590 -0.48941 0.000
H 1.47238 4.84529 -0.92995 0.000
H 3.40397 2.40201 -3.24745 0.001
H 3.75908 2.70853 -1.55661 0.001
H 3.65786 4.07912 -2.67922 0.000
H -4.54178 -2.65418 -3.65676 0.000
H -4.59114 -2.28085 -5.38746 0.000
H -5.48390 -1.27186 -4.23363 0.000
H -2.48724 0.74408 -4.88552 -0.001
H -4.22783 0.93721 -4.55383 0.000
H -3.67574 0.04085 -5.98545 0.000
C -2.30505 2.15330 1.62161 -0.001
C -1.59758 1.29826 0.68495 0.058
N -1.03201 0.61415 -0.06270 -0.032
H -1.61895 2.90114 2.01847 0.001
H -2.69884 1.53939 2.43150 0.000
H -3.13085 2.64127 1.10512 0.000
Cl -2.35103 3.15856 7.82484 0.000
C -2.00100 1.61872 7.09928 0.000
C -2.46450 1.33909 5.82643 0.000
C -2.15463 0.11336 5.26264 0.000
C -1.39521 -0.84540 5.93108 0.000
C -1.05752 -2.16418 5.26968 0.000
C -2.23179 -2.90653 4.61632 0.000
N -2.58473 -2.32575 3.34171 0.000
C -3.75105 -1.66643 3.02512 0.000
C -3.59176 -1.22878 1.74175 0.000
N -2.35004 -1.59581 1.28326 0.003
C -1.80901 -2.28004 2.24340 0.001
O -0.01647 -2.11898 4.28893 0.000
C 0.46475 -0.89605 3.74507 0.002
C 1.20964 -0.02551 4.71147 0.000
C 2.22194 -0.43137 5.52691 0.000
Cl 2.89710 -2.00288 5.64746 0.000
S 2.83383 0.82602 6.50757 0.000
C 1.74098 1.94927 5.82510 0.000
C 0.94464 1.36492 4.89146 -0.001
C -0.96236 -0.52425 7.21590 0.000
Cl -0.00046 -1.62742 8.15817 0.000
C -1.25302 0.69550 7.80587 0.000
H -3.04804 2.06942 5.28681 0.000
H -2.50566 -0.09630 4.26272 0.000
H -0.68529 -2.84712 6.04395 0.000
H -3.12796 -2.89873 5.23937 0.000
H -1.91826 -3.94309 4.48360 0.000
H -4.56341 -1.58986 3.72163 0.000
H -4.26743 -0.64114 1.14800 0.000
H -0.81999 -2.70157 2.23806 0.000
H -0.34243 -0.32105 3.27805 0.001
H 1.13611 -1.21949 2.94539 0.000
H 1.74076 2.97238 6.15162 0.000
H 0.18350 1.89427 4.34133 0.000
H -0.89309 0.91746 8.79821 0.000
C 1.82734 -0.74797 -5.98441 -0.001
S 0.71237 -1.07233 -4.63508 0.012
O -0.61040 -0.78561 -5.17261 0.000
O 0.89640 -2.42835 -4.17195 0.000
O 1.11179 -0.05381 -3.59433 0.072
H 1.21660 -0.53046 -6.85284 0.000
H 2.43967 -1.62514 -6.16217 0.000
H 2.45822 0.09967 -5.74182 -0.001
```

=====

No. 2
Molecular formula: C55H65F3N4O3
Method: DFT, ωB97M-V/def2-TZVPD

## Properties
LUMO energy   -1.6 eV
HOMO-LUMO gap   3.9 eV
E_HOMO   -5.528 eV

```
130
Properties=species:S:1:pos:R:3:lowdin_charge:R:1
C -3.41145 -2.16009 -3.76902 -0.049
C -3.40908 -2.89808 -2.41414 -0.380
C -4.10763 -4.26110 -2.51130 -0.060
C -3.96127 -2.06550 -1.25169 -0.118
C -5.31765 -1.74930 -1.27039 -0.024
C -5.93271 -1.09444 -0.19890 -0.035
C -5.18403 -0.77868 0.93606 -0.016
C -3.82637 -1.11991 1.01522 -0.117
C -3.08090 -0.98925 2.33464 -0.370
C -3.83640 -1.68412 3.46732 -0.060
C -2.86439 0.45937 2.71546 -0.060
C -3.20097 -1.60094 -0.15541 -0.075
N -1.78266 -1.89137 -0.14712 0.034
N -1.47022 -3.20277 -0.12888 0.197
N -0.16984 -3.28209 0.16322 0.046
C 0.30317 -4.55188 0.65733 -0.098
C 0.19564 -5.70510 -0.16198 -0.119
C -0.52966 -5.70578 -1.51411 -0.377
C -1.35239 -6.97929 -1.76599 -0.065
C 0.42854 -5.45756 -2.68430 -0.051
C 0.83090 -6.87727 0.25240 -0.021
C 1.48458 -6.93457 1.48095 -0.041
C 1.44493 -5.84946 2.34714 -0.021
C 0.79307 -4.66976 1.97503 -0.118
C 0.60365 -3.59531 3.06481 -0.358
C 1.92991 -3.16056 3.68374 -0.051
C -0.34336 -4.14265 4.16312 -0.055
C 0.39456 -2.00953 0.24012 -0.081
C 1.85230 -1.89634 0.26545 -0.126
C 2.40508 -0.71774 0.80268 0.006
C 3.77829 -0.47458 0.78153 0.023
C 4.63379 -1.47053 0.33276 -0.112
C 6.11522 -1.17799 0.22944 -0.513
F 6.86046 -2.31606 0.13662 0.122
F 6.37574 -0.40783 -0.87587 0.128
F 6.54711 -0.46778 1.31470 0.125
C 4.14005 -2.68930 -0.10863 0.004
C 2.76724 -2.91022 -0.14992 0.011
C -0.61176 -1.07697 -0.01031 -0.077
C -0.59519 0.37453 -0.33897 0.022
H -2.89168 -1.19199 -3.69030 0.086
H -2.89444 -2.75850 -4.53639 0.084
H -4.45018 -1.98067 -4.10051 0.084
H -2.36925 -3.07774 -2.14449 0.090
H -4.09276 -4.78097 -1.54710 0.086
H -5.15711 -4.12915 -2.80385 0.079
H -3.64522 -4.93387 -3.24417 0.077
H -5.92628 -2.06491 -2.12681 0.122
H -6.96772 -0.76318 -0.26503 0.113
H -5.62989 -0.32015 1.82366 0.119
H -2.09790 -1.47111 2.22997 0.120
H -4.02872 -2.73889 3.24512 0.087
H -3.28268 -1.63715 4.41049 0.084
H -4.80354 -1.18808 3.63269 0.079
H -2.42275 0.97334 1.85888 0.053
H -3.80917 0.96968 2.97094 0.105
H -2.18252 0.51823 3.57352 0.086
H -1.22667 -4.86629 -1.43942 0.084
H -1.95666 -7.24069 -0.89039 0.089
H -2.03477 -6.85960 -2.62384 0.077
H -0.69122 -7.82408 -1.99351 0.076
H 0.95979 -4.50086 -2.57343 0.074
H 1.18271 -6.25481 -2.73387 0.087
H -0.10226 -5.44162 -3.65082 0.087
H 0.80266 -7.75318 -0.39736 0.118
H 2.00214 -7.84228 1.77506 0.112
H 1.89944 -5.90296 3.33712 0.118
H 0.11626 -2.71817 2.60681 0.114
H 2.64120 -2.82024 2.92911 0.072
H 1.76863 -2.32902 4.37800 0.090
H 2.39666 -3.98084 4.23660 0.079
H -1.29851 -4.50461 3.74266 0.084
H 0.12057 -4.99542 4.69057 0.083
H -0.58264 -3.36011 4.90642 0.085
H 1.68744 -0.04549 1.29097 0.103
H 4.14447 0.49868 1.11825 0.117
H 4.83189 -3.47145 -0.45022 0.134
H 2.39648 -3.90415 -0.46429 0.116
H 0.16965 0.51633 -1.15167 0.125
H -1.63851 0.71301 -0.57712 0.105
C -0.55423 5.51593 -4.95241 -0.061
C 0.64261 4.76077 -4.36498 -0.549
C 0.68307 3.37698 -5.03623 -0.088
C 1.93553 5.49851 -4.71750 -0.053
C 0.47332 4.65522 -2.82968 -0.089
C 0.22922 3.45336 -2.19211 -0.018
C 0.27118 3.34599 -0.78150 -0.227
C -0.29723 2.21172 0.05934 -0.104
C 0.48350 2.11688 1.31837 -0.247
C -0.21889 2.06082 2.52906 -0.040
C 0.43453 1.99723 3.74795 0.020
C 1.82228 2.21524 3.78693 -0.160
N 2.43812 2.45474 5.03150 -0.320
O 3.67007 2.65225 5.10944 0.064
O 1.68434 2.39993 6.04522 0.033
C 2.59298 2.16278 2.58486 0.015
C 1.91779 2.19762 1.35638 -0.056
C 0.71034 4.50883 -0.08787 -0.027
C 0.83603 5.76896 -0.61836 -0.081
C 1.30050 7.01751 0.20202 -0.526
C 2.53908 7.66943 -0.44380 -0.050
C 1.66894 6.63210 1.64649 -0.084
C 0.12134 7.99574 0.29031 -0.059
C 0.48267 5.89991 -2.02963 -0.341
O 0.20808 7.01384 -2.52790 -0.042
H -0.65315 6.48155 -4.45171 0.069
H -0.44046 5.65935 -6.03453 0.079
H -1.47589 4.94818 -4.77868 0.083
H 1.52429 2.77660 -4.66436 0.081
H -0.23894 2.80739 -4.85298 0.071
H 0.79684 3.48175 -6.12977 0.084
H 2.79776 4.97426 -4.30148 0.083
H 2.08126 5.55178 -5.79952 0.078
H 1.92741 6.51099 -4.31554 0.078
H 0.08418 2.53732 -2.78399 0.094
H -1.35508 2.57099 0.33427 0.150
H -1.30486 2.16658 2.53089 0.088
H -0.15986 1.96714 4.68272 0.129
H 3.68604 2.24544 2.64017 0.123
H 2.50780 2.28143 0.41086 0.150
H 0.99357 4.38439 0.96131 0.087
H 2.36007 7.95665 -1.48376 0.076
H 2.86271 8.56436 0.10178 0.079
H 3.38639 6.97463 -0.44696 0.080
H 0.81788 6.15404 2.14861 0.076
H 2.51167 5.92895 1.66941 0.079
H 1.95357 7.50497 2.26063 0.086
H -0.71710 7.47275 0.76378 0.084
H 0.34101 8.89874 0.87655 0.080
H -0.19547 8.26827 -0.71874 0.070
```

=====

The calculated total energy results, record by record, are as follows: -6934.88835; -2878.86221 Ha.